(1)
Density functional theory data (ωB97M-V with the def2-TZVPD basis set) for a molecular structure, C14H18AlB2BeBrCaCl3F12I2KNNaO8PS at a distorted geometry.

Element x y z (Å)
1 C 3.4272 2.2001 2.2922
2 C 2.2007 1.7596 1.5455
3 I 0.3877 2.3873 2.4197
4 C 2.1974 1.0477 0.4257
5 I 4.1790 0.4968 -0.2664
6 C 0.9933 0.6163 -0.3796
7 O 0.1687 1.7672 -0.7596
8 C -1.0953 1.5560 -0.4916
9 O -1.9695 2.3755 -0.3532
10 C -1.2838 0.0258 -0.4528
11 P -2.9283 -0.2172 0.3225
12 C -3.1382 0.6876 1.9456
13 C -4.2504 0.2187 -0.9451
14 C 0.0214 -0.5084 0.1460
15 B 0.0881 -0.9751 1.6874
16 O 1.2596 -0.9974 2.3884
17 O -1.0521 -1.4221 2.3324
18 C 0.2293 -1.8826 -0.6151
19 F -0.8400 -2.6674 -0.2795
20 F 0.1642 -1.7414 -1.9477
21 C 1.5471 -2.6569 -0.2507
22 F 2.1038 -3.2291 -1.3884
23 F 1.2678 -3.6888 0.5559
24 H 4.0954 1.3485 2.4093
25 H 3.9125 3.0319 1.7874
26 H 3.1386 2.5119 3.2914
27 H 1.4152 0.3482 -1.3363
28 H -1.4773 -0.1766 -1.5101
29 H -4.0528 1.3020 2.0064
30 H -3.1579 -0.0393 2.7595
31 H -2.2922 1.3394 2.1424
32 H -4.1863 -0.5306 -1.7297
33 H -4.0778 1.2182 -1.3350
34 H -5.2345 0.1847 -0.4719
35 H 1.6494 -1.8790 2.4339
36 H -1.3447 -2.2820 2.0066
37 H 2.3359 -2.0191 0.1414
38 Na 3.0361 -4.0340 -3.0809
39 C -1.9683 -3.5042 -4.9044
40 C -2.6742 -2.2367 -4.7716
41 N -3.2243 -1.2359 -4.6667
42 H -2.5756 -4.2269 -5.4446
43 H -1.0337 -3.3500 -5.4400
44 H -1.7535 -3.8882 -3.9082
45 B 6.4951 -2.0772 -1.2364
46 F 6.2857 -0.6566 -1.1579
47 F 5.4946 -2.5967 -2.1066
48 F 7.7400 -2.3552 -1.7290
49 F 6.3063 -2.6369 0.0299
50 Ca -5.4480 -0.6903 1.2838
51 O -10.4639 -2.1167 2.6504
52 S -9.1908 -2.3864 3.3270
53 O -9.0571 -3.8368 3.5146
54 O -9.2136 -1.7421 4.6467
55 O -8.0624 -1.8689 2.5234
56 Be -1.0984 4.4921 -0.3492
57 C -4.7440 5.5049 0.8416
58 Cl -5.9138 5.5082 -0.4707
59 Cl -5.0371 6.8159 1.9636
60 Cl -4.7840 3.9391 1.6988
61 H -3.7512 5.6212 0.4205
62 Br 2.8994 -0.7870 -2.4898
63 F 9.1648 1.0374 -1.0815
64 Al 8.9802 2.5591 -0.4246
65 F 7.6998 2.6004 0.6633
66 F 8.7723 3.7008 -1.6225
67 F 10.4479 2.9195 0.4293
68 K 12.2706 2.0177 0.3647

Results
total charge = +1
LUMO = -7.53 eV
HOMO level = -0.3136 Ha

Löwdin atomic charge list, values in e, 8 entries: C -0.179; C -0.732; I 1.140; C -0.569; I 1.442; C -0.297; O 0.001; C -0.601

=====

(2)
Density functional theory data (ωB97M-V with the def2-TZVPD basis set) for 8 unconnected molecules or ions with the total composition C14H18B2Br4N2O22 at a distorted geometry.

Element x y z (Å)
1 N 0.3773 -0.2490 -0.5805
2 H -0.0951 0.7045 -0.5097
3 H 1.2470 -0.2029 -0.0290
4 H 0.6525 -0.4753 -1.5885
5 H -0.2902 -0.9696 -0.2633
6 N -2.0204 -0.0416 -3.7697
7 H -1.8154 0.9850 -3.7267
8 H -1.2747 -0.6360 -3.3358
9 H -2.0668 -0.2263 -4.7732
10 H -2.9691 -0.1213 -3.3436
11 O -1.2914 1.6153 4.9370
12 C -0.6546 0.9609 4.2132
13 O -0.4107 -0.3303 4.3824
14 B 0.4167 -0.8238 3.2654
15 O 0.8331 0.4038 2.5503
16 C 0.1436 1.4634 2.9966
17 O 0.1594 2.5682 2.5498
18 O -0.3193 -1.7464 2.3929
19 C 0.4880 -2.7465 2.0892
20 O 0.3805 -3.6242 1.3143
21 C 1.6924 -2.6901 3.0625
22 O 1.6250 -1.5504 3.7348
23 O 2.5784 -3.4908 3.0841
24 O -4.3404 0.4406 -2.3121
25 C -4.6898 1.1028 -1.3779
26 O -5.3676 2.2040 -1.3987
27 B -5.3150 2.9112 -0.1135
28 O -4.6399 1.9312 0.7779
29 C -4.1878 0.9215 0.0723
30 O -3.4998 0.0620 0.4684
31 O -4.5348 4.1656 -0.1838
32 C -5.2550 5.1806 0.2499
33 O -4.9358 6.3031 0.2171
34 C -6.6653 4.6533 0.5858
35 O -6.6240 3.3511 0.3839
36 O -7.5694 5.3178 0.9647
37 O 1.7631 -3.2190 -4.0107
38 C 0.9638 -2.4719 -3.1330
39 O 0.3122 -3.1449 -2.2899
40 O 0.9936 -1.1842 -3.1769
41 H 1.5031 -4.1027 -3.6375
42 O -0.5526 4.3620 -2.3673
43 C -0.7340 2.9891 -2.2143
44 O -0.9684 2.3114 -3.2972
45 O -0.5919 2.4350 -1.0917
46 H -0.6862 4.3870 -3.3383
47 Br 5.4646 -4.3235 -2.8477
48 C 5.0495 -4.4584 -0.9255
49 C 3.6086 -4.1602 -0.6137
50 Br 3.2993 -2.2352 -0.2825
51 H 5.7122 -3.7749 -0.4155
52 H 5.1876 -5.5140 -0.7123
53 H 3.3652 -4.6472 0.3307
54 H 2.8550 -4.4301 -1.3425
55 Br 3.3721 1.2722 0.2591
56 C 3.9693 1.1871 2.1296
57 C 4.4652 -0.1903 2.4608
58 Br 5.1827 -0.1773 4.2857
59 H 3.1043 1.4429 2.7251
60 H 4.7856 1.8908 2.2464
61 H 5.1724 -0.6645 1.7887
62 H 3.6427 -0.9005 2.4842

Results
energy relative to the best compared isomer or geometry (same formula, charge and spin) = 0.00 kJ/mol
total charge = -2
LUMO = 3.48 eV
HOMO level = -0.1725 Ha

natural (NBO) atomic charge list, values in e, 8 entries: N -0.947; H 0.486; H 0.434; H 0.476; H 0.443; N -0.920; H 0.487; H 0.467

=====

(3)
Density functional theory data (ωB97M-V with the def2-TZVPD basis set) for a molecular structure, C14H18BrN3O4 at a distorted geometry.

Element x y z (Å)
1 C -1.6509 -2.2554 1.0291
2 N -1.5970 -0.7712 0.9750
3 C -2.3854 -0.3089 -0.1674
4 C -2.3483 -0.3021 2.1911
5 H -1.1078 -2.6298 1.8937
6 H -2.6870 -2.5972 1.0859
7 H -1.1919 -2.6520 0.1349
8 H -2.4589 0.7713 -0.1518
9 H -1.8889 -0.6285 -1.0744
10 H -3.3894 -0.7304 -0.1120
11 H -2.3063 0.7806 2.2971
12 H -3.4105 -0.5851 2.0908
13 H -1.9610 -0.7401 3.1134
14 C -0.9594 -1.9527 -4.0047
15 C -0.0986 -0.7845 -3.6569
16 O -0.0935 -0.6662 -2.1997
17 C 0.6718 0.4049 -1.8888
18 O 1.2717 1.0491 -2.7319
19 N 0.6239 0.6055 -0.5235
20 C 1.4115 1.5941 0.0739
21 C 2.3580 2.4248 -0.5240
22 C 3.2288 3.1515 0.3033
23 C 3.1913 2.9755 1.7052
24 C 2.2821 2.1049 2.3066
25 Br 2.4392 1.8768 4.1908
26 C 1.3815 1.3792 1.4742
27 C 0.7391 0.1219 1.6279
28 N 0.7021 -0.5082 2.9016
29 O 1.4363 -1.5145 3.0648
30 O -0.0336 -0.0049 3.7910
31 C 0.1509 -0.4133 0.4538
32 H -0.9624 -2.0467 -5.0903
33 H -0.5729 -2.8817 -3.5832
34 H -1.9897 -1.8233 -3.6679
35 H 0.9469 -0.9192 -3.9506
36 H -0.4919 0.1552 -4.0638
37 H 2.4343 2.4724 -1.6088
38 H 3.9893 3.8373 -0.0881
39 H 3.9222 3.4716 2.3360
40 H 0.4044 -1.4610 0.0477

Results
energy relative to the best compared isomer or geometry (same formula, charge and spin) = 686.59 kJ/mol
total charge = 0
LUMO = 0.19 eV
HOMO level = -0.2514 Ha

natural (NBO) atomic charge list, values in e, 8 entries: C -0.427; N -0.320; C -0.432; C -0.424; H 0.230; H 0.205; H 0.210; H 0.219

=====

(4)
Density functional theory data (ωB97M-V with the def2-TZVPD basis set) for a molecular structure, C14H18ClHfNO3 at a distorted geometry.

Element x y z (Å)
1 Cl -1.7594 -0.2518 -3.2600
2 C -3.4120 1.7433 -0.0558
3 C -2.8244 0.8610 0.9167
4 C -3.0646 -0.4909 0.4827
5 H -2.4354 1.1537 1.8916
6 C -3.8088 -0.4386 -0.7422
7 C -4.0496 0.9382 -1.0512
8 H -4.6952 1.3015 -1.8580
9 H -3.5184 2.8228 0.0377
10 H -2.8651 -1.4046 1.0501
11 C -4.2926 -1.6190 -1.5189
12 Hf -1.6153 0.5691 -1.0784
13 C -0.7792 2.4990 0.1167
14 C -0.8473 2.5062 -2.3909
15 O -0.4558 3.4792 0.6294
16 O -0.4579 3.2525 -3.1760
17 H -3.7022 -2.4974 -1.2427
18 H -4.1809 -1.4619 -2.5960
19 H -5.3479 -1.8356 -1.3153
20 O 0.1023 -0.2764 -0.5359
21 C 1.2983 -0.2710 -0.0247
22 C 1.5397 0.1871 1.3704
23 C 2.3151 -0.8544 2.2078
24 C 3.8303 -0.7969 1.9951
25 C 4.2596 -1.3018 0.6252
26 C 3.7384 -0.4243 -0.5086
27 N 2.2937 -0.6556 -0.8028
28 H 2.1009 1.1379 1.2895
29 H 0.5750 0.4152 1.8470
30 H 2.1161 -0.6681 3.2713
31 H 1.9508 -1.8740 2.0033
32 H 4.1814 0.2403 2.1096
33 H 4.3196 -1.4168 2.7592
34 H 5.3571 -1.3036 0.5636
35 H 3.9210 -2.3323 0.4574
36 H 3.9158 0.6397 -0.2757
37 H 4.2709 -0.6534 -1.4359
38 H 2.0262 -0.9185 -1.7554

Results
energy relative to the best compared isomer or geometry (same formula, charge and spin) = 0.00 kJ/mol
total charge = +2
LUMO = -8.49 eV
HOMO level = -0.6067 Ha

natural (NBO) atomic charge list, values in e, 8 entries: Cl -0.323; C -0.365; C -0.365; C -0.340; H 0.288; C -0.069; C -0.290; H 0.296

=====

(5)
Density functional theory data (ωB97M-V with the def2-TZVPD basis set) for 3 unconnected molecules or ions with the total composition C14H18F3N2O9 at a distorted geometry.

Element x y z (Å)
1 O 0.1122 -0.4759 -0.6195
2 C 0.8625 0.2259 -1.2581
3 O 1.8369 0.9646 -0.5679
4 C 0.9006 0.3680 -2.8134
5 C -0.3743 -0.2126 -3.5479
6 C -1.6644 0.4111 -2.9245
7 C -2.7660 -0.4844 -2.6837
8 N -3.7514 0.3747 -2.0801
9 C -5.0825 -0.0838 -1.6113
10 C -5.0645 -1.4571 -0.8454
11 F -5.0996 -1.2589 0.5630
12 C -3.2479 1.6387 -2.0198
13 O -3.8162 2.7751 -1.5133
14 N -1.9682 1.7333 -2.5396
15 H 1.3727 1.2302 0.2555
16 H 0.9946 1.4624 -3.0547
17 H 1.7927 -0.2274 -3.1701
18 H -0.2466 0.0232 -4.6442
19 H -0.4342 -1.3326 -3.4684
20 H -2.8577 -1.5759 -2.8736
21 H -5.7820 -0.1792 -2.4902
22 H -5.4626 0.6973 -0.8864
23 H -6.0152 -2.0127 -1.0979
24 H -4.1773 -2.1065 -1.0573
25 H -4.5319 3.0866 -2.1035
26 H -1.3431 2.5315 -2.6396
27 C 0.7322 -0.3027 2.9562
28 C 1.3021 1.0583 3.2298
29 O 0.6381 1.4513 4.4131
30 C 0.3557 0.2937 5.0803
31 O 0.0449 0.2392 6.2226
32 O 0.4827 -0.7948 4.2663
33 F 0.9738 1.9372 2.2305
34 H -0.2075 -0.2612 2.3984
35 H 1.4296 -0.9480 2.4205
36 H 2.3875 1.0684 3.3920
37 C 5.0176 -0.6600 0.6177
38 C 4.7765 -1.9248 1.3872
39 O 4.8128 -1.4898 2.7333
40 C 4.3942 -0.1961 2.7117
41 O 4.0382 0.4157 3.6695
42 O 4.4159 0.3232 1.4570
43 F 5.7749 -2.8147 1.1909
44 H 6.0798 -0.4346 0.4993
45 H 4.5508 -0.6751 -0.3666
46 H 3.8136 -2.4006 1.1820

Results
total charge = +1
LUMO = -3.22 eV
HOMO level = -0.4727 Ha

natural (NBO) atomic charge list, values in e, 8 entries: O -0.581; C 0.785; O -0.706; C -0.520; C -0.429; C 0.182; C -0.076; N -0.315

=====

(6)
Density functional theory data (ωB97M-V with the def2-TZVPD basis set) for a molecular structure, C14H18F4N4O2Tl at a distorted geometry.

Element x y z (Å)
1 Tl -9.0555 -8.9335 6.8854
2 C -9.2457 -11.4756 4.3462
3 N -9.4854 -11.4287 5.7644
4 C -10.8960 -11.8087 6.1126
5 C -8.5164 -12.2150 6.5347
6 C -8.4968 -11.9884 8.0577
7 N -8.8410 -10.6509 8.4441
8 C -8.5295 -10.2423 9.7383
9 C -9.2818 -9.2329 10.3695
10 F -10.0783 -8.5042 9.5744
11 C -9.3427 -9.1272 11.7458
12 F -10.2506 -8.2828 12.2984
13 C -8.3930 -9.7698 12.5214
14 C -7.4045 -10.4967 11.8670
15 F -6.3515 -10.8962 12.5904
16 C -7.4214 -10.7061 10.4919
17 F -6.3212 -11.1997 9.8640
18 H -9.5890 -12.4329 3.9067
19 H -9.8062 -10.6679 3.8222
20 H -8.1472 -11.4490 4.1571
21 H -11.0999 -12.8640 5.9025
22 H -11.0060 -11.5564 7.2136
23 H -11.6160 -11.1566 5.5485
24 H -8.6716 -13.3136 6.4565
25 H -7.5148 -12.0066 6.1765
26 H -9.1662 -12.6925 8.5654
27 H -7.4434 -12.2667 8.3325
28 H -8.3736 -9.7149 13.6153
29 C -4.0375 -8.5215 3.8875
30 C -5.1620 -8.5029 4.8976
31 N -6.3703 -8.8818 4.4555
32 O -6.3642 -8.8883 3.0365
33 C -5.0459 -8.0724 6.2723
34 C -3.7192 -7.7493 6.9188
35 N -6.1690 -8.1741 7.0226
36 O -6.0885 -7.9125 8.2099
37 H -3.9779 -7.4653 3.5315
38 H -4.3196 -9.2058 3.1339
39 H -3.1181 -8.7767 4.3706
40 H -7.3017 -8.7858 2.7781
41 H -3.0840 -8.5932 7.2352
42 H -3.9604 -7.2692 7.9282
43 H -3.0974 -7.0906 6.3712

Results
energy relative to the best compared isomer or geometry (same formula, charge and spin) = 24.57 kJ/mol
total charge = -1
LUMO (spin up / spin down) = 2.58 / 2.58 eV
HOMO level (spin up / spin down) = -0.1221 / -0.1222 Ha

natural (NBO) atomic charge list, values in e, 8 entries: Tl 0.740; C -0.412; N -0.474; C -0.435; C -0.226; C -0.227; N -0.832; C 0.120

=====

(7)
Density functional theory data (ωB97M-V with the def2-TZVPD basis set) for a molecular structure, C14H18InO20S4 at a distorted geometry.

Element x y z (Å)
1 In 19.8956 24.9627 13.3085
2 C 18.4269 20.1130 13.8908
3 C 18.6750 21.5408 13.4616
4 C 18.5265 21.8086 11.9024
5 O 18.4179 23.0337 11.7303
6 C 18.4920 20.7258 10.9639
7 C 18.4204 19.4491 11.4108
8 C 18.3069 19.1611 12.9735
9 O 18.0387 17.9255 13.3781
10 O 18.3839 18.5473 10.5092
11 O 18.8179 22.4552 14.2216
12 H 18.2661 19.9466 14.9458
13 H 18.4287 20.9790 9.9159
14 C 17.8546 23.4620 7.7144
15 C 19.2012 22.8913 7.5660
16 O 19.8927 23.2543 8.8051
17 S 19.5460 24.8668 9.0073
18 O 20.1779 25.5837 7.8655
19 O 19.6262 25.2989 10.3484
20 O 17.9703 24.5825 8.5322
21 H 17.0507 22.8360 8.1016
22 H 17.5834 23.8942 6.7511
23 H 19.7203 23.2305 6.6696
24 H 19.0662 21.8109 7.6171
25 C 16.8640 21.8296 16.9148
26 C 15.8919 22.4301 15.9359
27 O 15.9299 23.7620 16.0143
28 S 17.2218 24.2809 16.9327
29 O 16.6705 25.4340 17.7438
30 O 18.3024 24.5223 15.9697
31 O 17.3832 22.8622 17.7677
32 H 17.5897 21.2229 16.3732
33 H 16.4848 21.1063 17.6367
34 H 14.9815 21.8783 16.1705
35 H 16.0520 22.0204 14.9385
36 C 22.6374 19.5208 13.1473
37 C 21.9356 19.3181 14.4603
38 O 22.3975 20.4443 15.3231
39 S 23.0517 21.7559 14.3604
40 O 24.3736 22.3105 14.8029
41 O 22.0742 22.7106 13.9112
42 O 23.3123 20.7097 13.0889
43 H 21.8930 19.4725 12.3526
44 H 23.4925 18.8452 13.1275
45 H 22.1654 18.3508 14.9070
46 H 20.8722 19.2033 14.2496
47 C 22.6599 21.9125 8.1724
48 C 21.8911 20.9633 9.1802
49 O 22.2992 21.3433 10.4708
50 S 22.8735 22.8428 10.5064
51 O 24.3505 22.7625 10.8073
52 O 22.0826 23.7293 11.4193
53 O 22.5516 23.1043 8.8936
54 H 22.2257 21.8656 7.1737
55 H 23.7149 21.6820 8.0245
56 H 22.1349 19.9135 9.0177
57 H 20.8146 21.0279 9.0212

Results
energy relative to the best compared isomer or geometry (same formula, charge and spin) = 366.84 kJ/mol
total charge = +1
LUMO = -8.54 eV
HOMO level = -0.4847 Ha

natural (NBO) atomic charge list, values in e, 8 entries: In 0.940; C -0.089; C 0.434; C 0.367; O -0.503; C -0.104; C 0.342; C 0.277

=====

(8)
Density functional theory data (ωB97M-V with the def2-TZVPD basis set) for a molecular structure, C14H18MnN2O2 at a distorted geometry.

Element x y z (Å)
1 C 2.4908 0.2200 -0.3127
2 C 2.1803 0.4170 1.1461
3 H 3.3481 -0.4707 -0.3462
4 H 2.7461 1.1686 -0.8367
5 H 1.7313 -0.2882 -1.1255
6 H 1.1165 0.2951 1.6259
7 H 2.6250 -0.3660 1.7196
8 H 2.4861 1.3378 1.5651
9 C -0.9720 -0.9412 -2.8262
10 C -1.8092 -1.4568 -3.8121
11 C -3.2003 -1.5612 -3.5783
12 C -3.7421 -1.1714 -2.3479
13 H 0.1120 -0.8453 -2.9127
14 H -1.3281 -1.7469 -4.7461
15 H -3.8404 -1.9120 -4.3671
16 H -4.8196 -1.1511 -2.1295
17 N -1.5001 -0.5340 -1.6586
18 C -2.8390 -0.7033 -1.3938
19 C -3.2247 -0.3340 -0.0479
20 N -2.1877 0.1019 0.7442
21 C -2.4143 0.4679 2.0133
22 C -4.7805 0.0388 1.7252
23 C -3.7034 0.4632 2.5346
24 H -1.5185 0.7643 2.5768
25 H -3.8334 0.8139 3.5573
26 C -4.5531 -0.3660 0.4026
27 H -5.3484 -0.6248 -0.2995
28 H -5.7836 0.0750 2.1128
29 Mn -0.4315 0.0771 -0.1469
30 C -0.3007 1.9850 -0.3940
31 H -1.0058 2.3167 0.3910
32 H -0.7346 2.0297 -1.4102
33 H 0.7540 2.2717 -0.2696
34 O 0.3211 -3.7566 1.0522
35 C 0.7067 -2.6544 0.7681
36 O -0.1442 -1.7501 0.3455
37 H 1.7544 -2.2669 0.7940

Results
<S²> = 3.86
total charge = +2
multiplicity = 4
LUMO (spin up / spin down) = -8.78 / -12.39 eV
HOMO level (spin up / spin down) = -0.5590 / -0.5601 Ha

natural (NBO) atomic charge list, values in e, 8 entries: C -0.628; C -0.621; H 0.273; H 0.248; H 0.179; H 0.181; H 0.253; H 0.256